A single C2H4N2O2 molecule. Source: OMol25; level of theory: wB97M-V/def2-TZVPD.

Summary:
HOMO energy: -9.1 eV
total energy: -9212.1217 eV
energy above the lowest of the compared OMol25 structures with the same formula, charge and spin: 3.101 eV
Kohn-Sham gap: 9.74 eV

Geometry as ORCA input:
```
! wB97M-V def2-TZVPD RIJCOSX def2/J DEFGRID3
* xyz 0 1
N 1.788 -0.873 0.305
C 0.602 -0.293 0.207
O -0.456 -0.998 0.461
C -0.883 0.526 0.365
O -1.109 1.155 1.367
N -1.542 0.695 -0.850
H 2.637 -0.353 0.151
H 1.857 -1.834 0.630
H -1.821 1.659 -0.978
H -1.072 0.316 -1.658
*
```



A single C2H4N2O2 molecule at a distorted geometry. Source: OMol25; level of theory: wB97M-V/def2-TZVPD.

Summary:
HOMO energy: -9.4 eV
total energy: -9212.3438 eV
energy above the lowest of the compared OMol25 structures with the same formula, charge and spin: 2.879 eV
SMILES string: N/N=C\OC=O
Kohn-Sham gap: 10.22 eV

Geometry as ORCA input:
```
! wB97M-V def2-TZVPD RIJCOSX def2/J DEFGRID3
* xyz 0 1
N -1.186 -0.907 -0.457
N -1.424 0.228 0.307
C -0.521 1.106 0.294
O 0.645 0.988 -0.407
C 1.545 0.036 -0.134
O 1.287 -0.911 0.552
H -1.835 -1.633 -0.020
H -0.219 -1.185 -0.317
H -0.741 2.051 0.831
H 2.451 0.227 -0.649
*
```



2 unconnected molecules or ions with the total composition C2H4N2O2 at a distorted geometry. Source: OMol25; level of theory: wB97M-V/def2-TZVPD.

Summary:
HOMO energy (spin up / spin down): -6.3 / -10.4 eV
total energy: -9207.0156 eV
<S²>: 2.007
energy above the lowest of the compared OMol25 structures with the same formula, charge and spin: 2.887 eV
Kohn-Sham gap (spin up / spin down): 6.81 / 7.60 eV

Geometry as ORCA input:
```
! wB97M-V def2-TZVPD RIJCOSX def2/J DEFGRID3
* xyz 0 3
C 0.530 1.193 -0.806
C -0.482 -1.693 -0.464
N 0.073 -1.985 0.573
N -0.364 1.015 0.096
O -1.042 -1.448 -1.457
O -0.047 0.813 1.402
H 1.679 1.310 -0.632
H -0.046 1.464 -1.720
H -0.909 0.548 1.826
H 0.607 -1.218 1.182
*
```